# 1
{"formula": "C3H10O3", "method": "ωB97M-V/def2-TZVPD", "gap_ha": 0.367, "total_charge": 0, "e_homo_ev": -9.34, "smiles": "C=C(C)O.O.O", "species": ["C", "C", "C", "O", "H", "H", "H", "H", "H", "H", "O", "H", "H", "O", "H", "H"], "xyz": [[1.71339, -0.53536, -0.79526], [1.46373, 0.23416, 0.26384], [1.11779, 1.67991, 0.24699], [1.65837, -0.19968, 1.54990], [1.53474, -0.06224, -1.76605], [1.99725, -1.56098, -0.62371], [1.93047, 2.22227, 0.73688], [0.18600, 1.88680, 0.77526], [1.02541, 2.06412, -0.76620], [2.28187, -0.93334, 1.51992], [-1.84504, -1.83078, -0.66679], [-1.80990, -2.08157, -1.59485], [-1.01846, -1.34787, -0.52047], [-3.40298, 0.17906, 0.92228], [-3.56806, 0.90618, 0.31989], [-3.26459, -0.62068, 0.39838]], "forces_ev_per_a": [[-0.73, 0.86, 0.00], [0.50, -0.03, 0.29], [-0.12, 0.25, -0.17], [0.11, 0.08, -0.10], [0.33, -0.70, 0.20], [0.10, -0.19, -0.48], [-0.16, 0.02, 0.07], [0.07, -0.08, 0.12], [-0.03, -0.10, -0.07], [-0.19, -0.16, 0.14], [0.16, 0.12, -0.05], [-0.06, -0.04, 0.01], [-0.09, -0.04, 0.07], [-0.04, -0.05, 0.40], [-0.01, -0.14, -0.22], [0.13, 0.19, -0.21]]}

# 2
{"formula": "C3H10O3", "method": "ωB97M-V/def2-TZVPD", "gap_ha": 0.403, "total_charge": 0, "e_homo_ev": -10.21, "smiles": "OCCCO.O", "species": ["O", "C", "C", "C", "O", "H", "H", "H", "H", "H", "H", "H", "H", "O", "H", "H"], "xyz": [[-0.35727, 2.89161, 0.20655], [-0.10159, 1.56887, -0.23605], [-0.73875, 0.55608, 0.69715], [-0.43192, -0.91455, 0.33101], [-1.10933, -1.95325, 1.08182], [-1.34355, 3.04008, 0.33281], [-0.35544, 1.38021, -1.26316], [1.02330, 1.63040, -0.24981], [-0.26145, 0.75014, 1.67334], [-1.79221, 0.56653, 0.82655], [-0.75122, -1.03822, -0.69191], [0.56164, -1.03931, 0.47300], [-1.51229, -1.65989, 1.85373], [2.22126, -1.62509, -1.51578], [2.59309, -2.35018, -1.04835], [2.35574, -1.80341, -2.47089]], "forces_ev_per_a": [[-2.33, 0.76, 0.10], [1.08, 0.54, 0.37], [1.95, -1.47, 1.15], [-3.02, 0.85, 0.27], [1.12, -0.33, -2.41], [1.83, -0.40, -0.33], [-0.59, 0.16, -0.70], [-0.95, -1.06, 0.33], [-0.47, -0.05, -0.04], [-1.20, 0.91, -0.23], [0.28, -0.36, -0.45], [3.19, -0.72, -0.10], [-0.93, 1.16, 2.06], [-0.42, 0.97, -1.52], [0.51, -1.02, 0.49], [-0.06, 0.06, 1.01]]}

# 3
{"formula": "C3H10O3S", "method": "ωB97M-V/def2-TZVPD", "gap_ha": 0.208, "total_charge": -2, "e_homo_ev": 0.40, "species": ["C", "O", "C", "C", "S", "H", "H", "H", "H", "H", "H", "H", "H", "O", "H", "H", "O"], "xyz": [[0.21951, 0.04139, -0.24057], [1.08547, 0.89258, 0.39567], [-1.19162, -0.06573, 0.25142], [-2.15110, 0.19116, -0.99674], [-3.94059, 0.21953, -0.58860], [0.30585, 0.26429, -1.37357], [0.59084, -1.04353, -0.25766], [-1.44523, 0.62446, 1.03137], [-1.59539, -1.03100, 0.70771], [-2.08769, -0.33694, -2.00179], [-1.84069, 1.23072, -1.25673], [0.81223, 0.10452, 2.98878], [1.57780, 0.44345, 1.67310], [1.67634, -0.19270, 2.53501], [2.39458, -0.03639, -0.38391], [2.49681, -0.83665, -1.56912], [3.09289, -0.46918, -0.91439]], "forces_ev_per_a": [[1.84, -1.53, -1.10], [0.38, 0.36, 0.07], [-2.64, -1.69, -1.77], [-0.28, 1.66, 0.10], [-0.15, -0.12, 0.06], [-0.88, 0.01, 1.07], [0.01, 0.57, 0.28], [-0.03, 0.99, 0.06], [1.26, 0.59, -0.59], [0.77, -0.18, 1.63], [-0.34, -0.40, -0.12], [2.04, -0.90, -0.96], [-0.41, -1.11, -0.03], [-1.86, 1.46, 1.27], [-0.05, 1.04, 1.01], [0.19, -0.35, -0.44], [0.18, -0.39, -0.54]]}

# 4
{"formula": "C3H10O4S", "method": "ωB97M-V/def2-TZVPD", "gap_ha": 0.353, "total_charge": 0, "e_homo_ev": -9.06, "smiles": "O=C(O)CCS.O.O", "species": ["O", "C", "O", "C", "C", "S", "H", "H", "H", "H", "H", "H", "O", "H", "H", "O", "H", "H"], "xyz": [[-0.32588, 1.86142, 0.42234], [-0.94391, 0.98397, -0.13296], [-1.40185, 1.21056, -1.37509], [-1.20241, -0.41109, 0.30263], [-0.41708, -1.45720, -0.48988], [-1.46836, -2.93147, -0.75278], [-1.21923, 2.11762, -1.71408], [-0.88869, -0.52483, 1.34439], [-2.28718, -0.46177, 0.43206], [0.43609, -1.72971, 0.12728], [-0.08325, -1.08546, -1.45157], [-1.97787, -2.83060, -1.99443], [1.11628, 0.65309, 2.59415], [1.52377, 1.06644, 3.35514], [0.80354, 1.40007, 2.09784], [2.54029, 0.56086, -1.21317], [2.29169, 1.02790, -0.38503], [3.50405, 0.55020, -1.16686]], "forces_ev_per_a": [[0.07, -0.08, 0.76], [1.03, 1.26, -1.04], [-0.69, -0.03, -0.84], [-0.02, 0.50, 1.72], [-1.31, -0.02, -0.55], [0.22, -0.85, 0.38], [0.14, -0.77, 0.82], [0.23, 0.45, -0.07], [-0.04, -0.69, -0.92], [0.02, -0.32, -0.34], [0.15, 0.05, -0.01], [0.38, 0.59, 0.09], [0.37, -0.44, 0.39], [0.20, -0.15, 0.36], [-0.63, 0.52, -0.81], [-0.05, 0.53, 0.92], [0.05, -0.45, -0.73], [-0.10, -0.09, -0.13]]}

# 5
{"formula": "C3H10OP2", "method": "ωB97M-V/def2-TZVPD", "gap_ha": 0.362, "total_charge": 0, "e_homo_ev": -9.14, "smiles": "CC[P@@](C)(=O)P", "species": ["C", "C", "P", "C", "O", "P", "H", "H", "H", "H", "H", "H", "H", "H", "H", "H"], "xyz": [[-1.87109, 0.09461, -1.25520], [-1.08145, 0.56329, -0.06014], [0.62121, -0.22740, 0.03166], [0.62017, -0.50063, 1.94427], [0.72526, -1.52357, -0.76321], [2.65038, 0.78075, -0.30063], [-1.22731, 0.04225, -2.24317], [-2.17417, -0.95335, -1.11476], [-2.75911, 0.75669, -1.48768], [-1.53230, 0.40573, 0.95182], [-1.02916, 1.65733, -0.17099], [1.45576, -1.23784, 2.06462], [0.73229, 0.29149, 2.63756], [-0.36350, -0.86726, 2.12806], [2.08599, 1.21475, -1.63270], [3.14702, -0.49683, -0.72949]], "forces_ev_per_a": [[-0.02, -0.73, -2.33], [0.77, 1.37, 0.01], [0.32, -1.77, 1.43], [1.32, -1.14, -2.37], [-0.60, 1.62, 1.11], [-1.64, 0.50, -1.33], [-1.07, 0.35, 2.02], [-0.22, 0.41, -0.12], [0.93, -0.84, 0.45], [0.15, -0.17, -1.05], [0.47, -0.14, 0.31], [-1.01, 0.36, 0.29], [0.51, 1.30, 0.19], [-0.51, -1.06, 0.25], [0.96, -0.53, 1.19], [-0.36, 0.47, -0.06]]}

# 6
{"formula": "C3H10OS", "method": "ωB97M-V/def2-TZVPD", "gap_ha": 0.365, "total_charge": 0, "e_homo_ev": -9.05, "smiles": "CCO.CS", "species": ["C", "C", "O", "H", "H", "H", "H", "H", "H", "C", "S", "H", "H", "H", "H"], "xyz": [[-1.58450, 1.86686, -0.69632], [-1.29941, 1.55737, 0.75987], [-1.70766, 0.19356, 1.02299], [-2.61473, 1.59942, -0.94758], [-1.32629, 2.87750, -0.99346], [-0.93991, 1.19351, -1.27532], [-1.82880, 2.20983, 1.45397], [-0.23422, 1.66566, 0.96107], [-2.10557, -0.07448, 0.18667], [1.81410, -1.52394, 0.75438], [1.35147, -1.00223, -0.90824], [2.80257, -1.18867, 1.04652], [1.09142, -1.07859, 1.43883], [1.72415, -2.59964, 0.86399], [2.40219, -1.55245, -1.52993]], "forces_ev_per_a": [[0.51, -0.63, -0.06], [-0.32, -0.34, 0.08], [0.27, 0.62, -0.31], [-0.05, 0.43, 0.02], [-0.23, 0.20, 0.04], [-0.07, 0.14, -0.11], [-0.13, 0.08, -0.04], [0.11, -0.12, 0.05], [-0.01, -0.42, 0.31], [-0.34, -0.06, 0.39], [0.07, 0.07, -0.05], [0.12, 0.04, -0.11], [-0.02, 0.07, -0.11], [0.12, -0.10, -0.04], [-0.04, 0.02, -0.07]]}

# 7
{"formula": "C3H10OS", "method": "ωB97M-V/def2-TZVPD", "gap_ha": 0.327, "total_charge": 0, "e_homo_ev": -8.17, "smiles": "CCSC.O", "species": ["C", "C", "S", "C", "H", "H", "H", "H", "H", "H", "H", "H", "O", "H", "H"], "xyz": [[1.69044, -1.57319, -1.66679], [0.77986, -0.64744, -0.89006], [-0.14379, -1.60980, 0.37735], [-0.77547, -0.26239, 1.41466], [2.02158, -1.09066, -2.58139], [1.13191, -2.47027, -1.95042], [2.57997, -1.84158, -1.09584], [0.06061, -0.17104, -1.53926], [1.28201, 0.13184, -0.33368], [-0.17593, 0.62412, 1.25117], [-1.79433, -0.00199, 1.15051], [-0.76304, -0.61252, 2.44080], [-1.69281, 2.94057, 1.00024], [-2.55672, 3.11751, 0.61853], [-1.64429, 3.46683, 1.80418]], "forces_ev_per_a": [[0.00, 0.04, 0.00], [-0.60, -0.34, 0.65], [0.26, 0.11, -0.19], [-0.24, -0.32, -0.42], [0.07, 0.08, -0.16], [0.23, 0.00, 0.03], [-0.15, -0.16, 0.04], [-0.22, 0.13, -0.27], [0.44, 0.17, -0.07], [0.21, 0.10, 0.31], [-0.14, -0.01, -0.07], [0.16, 0.19, 0.16], [0.11, -0.05, 0.00], [-0.03, 0.06, 0.05], [-0.08, 0.01, -0.05]]}

# 8
{"formula": "C3H10OS", "method": "ωB97M-V/def2-TZVPD", "gap_ha": 0.343, "total_charge": 0, "e_homo_ev": -8.64, "smiles": "CSC.CO", "species": ["C", "S", "C", "H", "H", "H", "H", "H", "H", "C", "O", "H", "H", "H", "H"], "xyz": [[-0.48346, -0.93695, 1.50033], [0.72702, 0.38150, 1.89876], [1.26939, 1.05023, 0.17084], [-0.88353, -0.60734, 0.67582], [-0.28999, -1.98533, 1.32284], [-1.18807, -0.88119, 2.32082], [2.17810, 0.48759, -0.06356], [1.49143, 2.04727, 0.16990], [0.51328, 0.86183, -0.46561], [-1.17711, -0.78986, -1.94082], [-0.90042, 0.10733, -3.08563], [-2.18337, -0.37496, -1.67217], [-1.38838, -1.83691, -2.08751], [-0.45681, -0.47425, -1.07030], [0.12531, -0.13989, -3.20749]], "forces_ev_per_a": [[1.66, -0.62, 3.82], [0.75, 0.29, -0.92], [1.87, -3.21, 3.35], [-2.83, 1.73, -4.11], [1.21, -0.21, 0.26], [-0.27, 0.02, 0.02], [-0.29, 0.11, -0.29], [0.39, 2.63, 0.56], [-2.37, -0.52, -2.23], [-1.19, 3.83, 1.36], [4.28, -2.93, 0.61], [0.73, -0.50, 0.41], [0.88, -0.46, -0.56], [-1.42, -1.44, -1.97], [-3.39, 1.29, -0.30]]}

# 9
{"formula": "C3H10OS2", "method": "ωB97M-V/def2-TZVPD", "gap_ha": [0.213, 0.258], "total_charge": -1, "spin_multiplicity": 2, "e_homo_ev": [-1.90, -3.41], "species": ["C", "C", "S", "S", "C", "H", "H", "H", "H", "H", "H", "H", "H", "H", "H", "O"], "xyz": [[1.92930, 1.64966, 0.28332], [1.83565, 0.33009, -0.49024], [0.19912, -0.08990, -1.24316], [-0.84646, -0.06205, 1.15921], [-1.07183, -1.86430, 1.09616], [2.89026, 1.63409, 0.82220], [1.19581, 1.69513, 1.08714], [1.70501, 2.59035, -0.23299], [2.49823, 0.38101, -1.35799], [2.12160, -0.48194, 0.17598], [-2.12782, -2.11998, 0.88075], [-0.42792, -2.48906, 0.47602], [-1.00710, -2.23621, 2.13064], [-2.93944, -0.42030, -1.46403], [-2.81706, 1.08789, -1.36913], [-3.13734, 0.39553, -1.95389]], "forces_ev_per_a": [[-0.32, -0.22, 0.87], [-0.81, 0.51, -0.63], [0.63, 0.47, 0.01], [-0.08, -0.43, -0.05], [-1.32, -0.47, 1.22], [0.03, 0.54, -0.40], [-0.18, -0.49, 0.10], [0.61, -0.35, -0.56], [0.26, -0.19, 0.20], [0.14, -0.04, -0.03], [0.39, 0.15, -0.45], [0.20, 0.54, -0.19], [0.39, 0.02, -0.12], [0.14, 0.47, -0.17], [0.30, -0.06, 0.11], [-0.39, -0.44, 0.09]]}

# 10
{"formula": "C3H10OS2", "method": "ωB97M-V/def2-TZVPD", "gap_ha": 0.341, "total_charge": 0, "e_homo_ev": -9.04, "smiles": "CCCSS.O", "species": ["C", "C", "C", "S", "S", "H", "H", "H", "H", "H", "H", "H", "H", "O", "H", "H"], "xyz": [[1.36760, 0.18224, 2.26440], [0.10527, -0.22136, 1.53184], [-0.75998, 0.93335, 1.07622], [-0.05057, 1.89623, -0.33779], [-0.64999, 0.70931, -2.04543], [1.99141, -0.65085, 2.62969], [1.08073, 0.81037, 3.12450], [1.96757, 0.79196, 1.56807], [0.34605, -0.84717, 0.65102], [-0.42192, -0.86127, 2.26535], [-1.72131, 0.58181, 0.65467], [-0.98933, 1.68185, 1.85890], [0.15966, -0.36753, -2.13125], [-1.07576, -1.28522, -4.51594], [-1.25476, -2.14451, -4.07116], [-0.09472, -1.20925, -4.52312]], "forces_ev_per_a": [[0.50, 0.90, -0.28], [0.06, -1.08, 0.46], [-0.73, 0.31, -0.77], [-0.06, -1.30, -0.74], [-0.19, 0.83, 0.86], [-0.44, 0.22, -0.26], [0.30, -0.18, -0.21], [0.09, -0.11, 0.48], [-0.15, 0.18, 0.39], [-0.37, 0.20, -0.63], [0.40, 0.07, 0.48], [0.26, -0.37, -0.26], [0.29, 0.34, 0.51], [0.85, -0.79, 0.53], [0.20, 0.89, -0.49], [-1.02, -0.12, -0.07]]}

Number 1: calculated total energy -345.99759 hartree. Number 2: calculated total energy -345.97241 hartree. Number 3: calculated total energy -744.13580 hartree. Number 4: calculated total energy -819.45667 hartree. Number 5: calculated total energy -878.22163 hartree. Number 6: calculated total energy -593.69799 hartree. Number 7: calculated total energy -593.71141 hartree. Number 8: calculated total energy -593.62653 hartree. Number 9: calculated total energy -991.91176 hartree. Number 10: calculated total energy -991.89979 hartree.